Entry 1:
Below is a structure of composition C26H27F3N3PtS at a distorted geometry, with properties calculated with ωB97M-V with the def2-TZVPD basis set.

Atoms and positions in Å:
Pt -1.00772 -0.17138 1.09577
C -3.05612 -2.85367 1.53008
C -2.58429 -3.08213 0.11811
C -2.43708 -4.35892 -0.37481
C -1.98936 -4.57028 -1.67842
C -1.68735 -3.49917 -2.52358
C -1.83241 -2.19735 -2.09622
C -1.51594 -1.04971 -3.01855
C -2.29400 -2.02156 -0.77091
N -2.42619 -0.70726 -0.27664
C -3.29369 0.17495 -0.63327
C -4.47223 -0.07582 -1.49517
C -2.97976 1.57196 -0.10473
C -3.84714 2.73455 -0.40693
N -1.88884 1.63600 0.58392
C -1.16429 2.73458 1.02287
C -0.41298 3.48656 0.06468
C -0.39940 3.14287 -1.39967
C 0.28887 4.56289 0.54704
C 0.26675 4.88080 1.91044
C -0.46514 4.12415 2.83489
C -1.18081 3.02969 2.42612
C -1.96909 2.19836 3.39723
H -3.76936 -3.62178 1.82485
H -3.55223 -1.88971 1.67372
H -2.21874 -2.92646 2.23135
H -2.68098 -5.20099 0.25972
H -1.87462 -5.58258 -2.04352
H -1.33747 -3.68439 -3.53091
H -0.73739 -1.33659 -3.72179
H -1.16706 -0.16070 -2.48882
H -2.38661 -0.76915 -3.61692
H -4.55989 -1.12376 -1.76412
H -4.39402 0.52784 -2.40545
H -5.38338 0.24873 -0.98459
H -4.87845 2.51580 -0.11569
H -3.86525 2.89458 -1.49076
H -3.51049 3.64072 0.08659
H -0.70395 2.11703 -1.60292
H 0.59962 3.28173 -1.81023
H -1.05725 3.81308 -1.95868
H 0.86721 5.17318 -0.13509
H 0.83183 5.73652 2.25889
H -0.47265 4.41237 3.87786
H -2.26084 2.79030 4.26275
H -1.35444 1.37548 3.77610
H -2.88099 1.78016 2.96616
F 3.66179 -1.25981 0.91136
C 3.71574 -1.72393 2.18829
F 4.11276 -2.98402 2.15414
F 4.60167 -1.00124 2.85312
C 2.33874 -1.59768 2.79822
C 2.06426 -2.01122 4.10217
C 0.78249 -1.87937 4.62857
C -0.21736 -1.33538 3.85203
N 0.06249 -0.93404 2.59426
C 1.29540 -1.06601 2.08998
S 1.16684 -0.44228 0.45764
H 2.86078 -2.43876 4.70105
H 0.55969 -2.19773 5.63690
H -1.23119 -1.21490 4.20981

The max |F| is 0.0343 Eh/bohr. The value obtained for the energy above the lowest of the compared OMol25 structures with the same formula, charge and spin is 0.000 eV. Its total charge is +3.

***

Entry 2:
Below is a structure of composition C26H27IrN3S5, with properties calculated with ωB97M-V with the def2-TZVPD basis set.

Atoms and positions in Å:
Ir 0.22278 0.21774 -0.28301
C 3.61598 2.31488 1.25915
C 3.44567 0.79889 1.17967
S 2.53735 -0.01006 -0.17348
C 3.00903 0.93735 -1.64186
C 2.30722 2.27709 -1.84913
S 0.58077 2.31707 -1.25206
C 0.52128 3.86590 -0.29333
C 1.70894 4.31387 0.54722
S 2.22051 3.26609 1.92324
H 3.94130 2.73189 0.30798
H 4.44070 2.48449 1.95346
H 2.99592 0.40354 2.09291
H 4.43512 0.34334 1.08886
H 2.78767 0.25446 -2.46220
H 4.09195 1.06851 -1.61741
H 2.27873 2.51355 -2.91134
H 2.84216 3.07981 -1.35101
H -0.36721 3.74273 0.32565
H 0.30104 4.63659 -1.03423
H 1.40564 5.25382 1.01455
H 2.57128 4.57031 -0.06779
S -4.02967 -0.11751 -1.88120
C -2.36174 -0.29543 -1.62975
N -1.83582 0.42386 -0.67840
C -2.80333 1.23036 -0.06541
C -2.61519 2.13059 0.98604
C -3.70517 2.84027 1.44147
C -4.97635 2.67038 0.87808
C -5.17756 1.78099 -0.15286
C -4.07672 1.06362 -0.61743
H -1.77825 -0.99256 -2.21166
H -1.64728 2.22844 1.45206
H -3.57932 3.53496 2.26109
H -5.81136 3.23938 1.26327
H -6.15780 1.63910 -0.58699
S 1.05259 0.18122 4.11658
C 0.49404 0.55367 2.67414
N 0.09715 0.88147 1.60702
C -3.54757 -3.66496 1.00724
C -2.79408 -4.21048 -0.02252
C -1.63120 -3.58830 -0.44868
C -1.21323 -2.40080 0.15245
C -1.96247 -1.86200 1.19678
C -3.12373 -2.49206 1.61696
N -0.05654 -1.72894 -0.32600
C 1.02298 -2.57383 -0.71260
C 1.58342 -2.43158 -1.97686
C 2.69081 -3.18845 -2.33918
C 3.23420 -4.09021 -1.43866
C 2.66036 -4.24600 -0.18012
C 1.55238 -3.50054 0.18282
H -4.45168 -4.15645 1.34001
H -3.11272 -5.12722 -0.50119
H -1.05289 -4.01512 -1.25873
H -1.61926 -0.96331 1.69402
H -3.68956 -2.06976 2.43719
H 1.12507 -1.73971 -2.67630
H 3.11713 -3.08321 -3.32837
H 4.09535 -4.68262 -1.71698
H 3.08362 -4.95159 0.52257
H 1.10757 -3.60754 1.16426

The max |F| is 0.0141 Eh/bohr. The value obtained for the energy above the lowest of the compared OMol25 structures with the same formula, charge and spin is 0.543 eV. Its total charge is +1.

***

Entry 3:
Below is the molecule C26H27N3O3S at a distorted geometry, with properties calculated with ωB97M-V with the def2-TZVPD basis set.

Atoms and positions in Å:
O -2.46312 -0.27640 3.97998
C -2.54647 0.14946 2.84625
N -2.99757 1.39989 2.57602
C -3.18347 1.95433 1.28895
C -3.94156 1.27325 0.34449
C -4.01627 1.73363 -0.96144
C -3.32912 2.87753 -1.30772
C -2.61357 3.59119 -0.34669
C -2.54417 3.14780 0.95527
H -1.96902 3.68008 1.69963
C -1.95859 4.78638 -0.96986
H -2.56500 5.67905 -0.78698
H -0.95821 4.96814 -0.57975
C -1.95303 4.41818 -2.46050
H -1.06508 3.82056 -2.66909
H -1.95578 5.29184 -3.11043
C -3.19269 3.53155 -2.64842
H -4.08076 4.13420 -2.86320
H -3.06808 2.80654 -3.45126
H -4.58679 1.18563 -1.69604
H -4.45085 0.36523 0.63102
H -3.14582 1.99682 3.37979
C -2.14323 -0.65279 1.64515
C -1.32234 -0.10494 0.66398
C -1.02627 -0.84196 -0.46153
C -1.50547 -2.12785 -0.62948
C -2.26857 -2.69855 0.37675
C -2.58419 -1.96435 1.50932
H -3.19380 -2.39299 2.29056
H -2.63261 -3.70913 0.27093
H -1.28548 -2.65445 -1.54479
S -0.04069 -0.06631 -1.74828
O -0.37519 -0.68966 -2.99443
O -0.18407 1.35425 -1.61733
N 1.55260 -0.41276 -1.45087
C 2.02076 -1.75436 -1.70955
H 3.03063 -1.68271 -2.12878
C 2.04576 -2.58791 -0.41926
N 2.79126 -1.92691 0.63051
C 4.16757 -2.10551 0.74741
C 4.92008 -2.82986 -0.18115
C 6.27269 -3.04393 0.01112
C 6.91951 -2.54116 1.12477
C 6.18473 -1.82959 2.05870
C 4.83325 -1.61969 1.87917
H 4.28321 -1.09096 2.64244
H 6.66732 -1.44097 2.94370
H 7.97657 -2.70470 1.26683
H 6.82620 -3.60487 -0.72814
H 4.46226 -3.23079 -1.07173
C 2.20641 -0.63343 0.92246
H 1.18252 -0.79448 1.27803
C 2.19608 0.24554 -0.33948
H 3.23063 0.46855 -0.62803
H 1.66386 1.18188 -0.17414
H 2.76889 -0.12731 1.70420
H 1.02035 -2.71574 -0.05220
H 2.46295 -3.57763 -0.60305
H 1.35577 -2.18503 -2.45764
H -0.92946 0.89589 0.74210

As for the structure (SMILES): O=C(Nc1ccc2c(c1)CCC2)c1cccc(S(=O)(=O)N2CCN(c3ccccc3)CC2)c1. The max |F| is 0.0211 Eh/bohr. The value obtained for the energy above the lowest of the compared OMol25 structures with the same formula, charge and spin is 0.116 eV.

***

Which of these has the highest max |F|? C26H27F3N3PtS